45
Properties=species:S:1:pos:R:3:forces:R:3 method="wB97M-V/def2-TZVPD" energy_ha=-1110.1815 multiplicity=1 smiles="O=CCCCC=O.O.O.O.O.O.O.O.O.O.O"
O 1.795483 -1.614515 -0.771376 0.4 -0.9 -1.7
C 1.240594 -1.203219 -1.794182 -0.4 1.4 2.4
C 0.356503 -0.015856 -1.493909 -1.3 0.7 -1.1
C -0.138161 0.933848 -2.609271 0.7 -1.5 -1.4
C -1.265302 1.800546 -2.114933 -0.3 1.3 0.7
C -2.462952 0.929546 -1.791154 0.4 -0.1 0.2
O -2.751942 0.492463 -0.702461 -0.1 0.2 -0.2
H 1.330417 -1.628510 -2.782782 0.4 -0.2 -0.2
H -0.549267 -0.442088 -1.001512 0.8 0.1 0.1
H 0.866068 0.684087 -0.825803 0.1 -0.6 0.5
H 0.739671 1.489050 -2.990381 -0.6 0.2 0.2
H -0.531361 0.402932 -3.508422 0.4 -0.1 0.5
H -0.927022 2.393140 -1.239070 -0.4 -0.5 -0.2
H -1.564562 2.530089 -2.877521 0.0 -0.2 0.0
H -3.058026 0.576428 -2.643675 0.0 0.1 -0.4
O 1.427941 1.246100 3.012340 -0.7 1.0 0.2
H 1.048369 1.907798 2.363079 0.5 -0.6 -0.3
H 1.089637 1.682938 3.807044 0.5 -0.5 0.4
O -1.066681 -1.972940 0.998466 -0.3 -0.4 0.0
H -1.184270 -2.915449 1.179650 0.1 0.3 0.1
H -0.164989 -1.766687 1.315320 -0.2 0.1 0.4
O 3.755608 -0.039587 0.323484 -0.1 0.1 0.0
H 2.995788 -0.442837 -0.142565 0.5 -0.1 0.4
H 3.601001 -0.197821 1.263199 0.1 -0.2 -0.1
O 0.321655 2.831525 1.317497 -1.1 0.5 -0.8
H 0.739586 3.154260 0.513056 0.4 0.0 0.1
H -0.654536 2.742539 1.133912 0.7 -0.2 0.6
O -2.542890 -2.858459 -1.551934 -0.4 -0.2 -0.2
H -2.790926 -3.111746 -0.656535 0.0 0.2 0.0
H -2.957445 -2.002333 -1.698766 0.0 0.0 0.2
O 0.097117 -3.321200 -2.139176 -0.2 -0.3 -0.6
H 0.501472 -3.535331 -1.294383 -0.3 -0.1 0.1
H -0.875122 -3.371848 -2.068569 0.4 0.1 0.4
O -2.235850 1.973377 1.602646 -0.3 -0.2 0.0
H -2.186708 1.370616 2.376608 -0.1 0.3 -0.3
H -2.574113 1.385713 0.906593 0.2 0.2 0.0
O 1.372628 -1.276307 1.917510 0.1 -0.6 -0.7
H 1.484287 -1.448830 0.947143 0.5 0.7 1.0
H 1.656296 -0.376897 2.166484 -0.5 -0.1 -0.1
O -1.684394 0.061859 3.518419 0.5 -0.1 -0.3
H -0.840820 0.498392 3.329364 0.3 0.0 0.3
H -1.548248 -0.751629 3.007969 -0.4 -0.1 0.0
O 2.975411 2.449711 -0.322827 0.1 -0.4 -0.2
H 3.273320 2.317772 -1.231690 -0.1 0.3 0.0
H 3.361373 1.638972 0.094208 -0.3 0.4 0.0



20
Properties=species:S:1:pos:R:3:forces:R:3 method="wB97M-V/def2-TZVPD" energy_ha=-419.5225 multiplicity=1 smiles="C[C@@H](N)CNC=O.O"
C 1.934977 0.444446 0.107216 -0.8 2.0 0.9
C 0.812910 0.306727 -0.969961 0.0 -2.2 1.3
N 1.342315 -0.148168 -2.231028 2.5 0.6 -2.6
C -0.255695 -0.760004 -0.492383 0.7 5.1 4.2
N -1.509911 0.021032 0.124932 3.4 -2.8 -0.5
C -2.803959 -0.445846 -0.199364 1.0 3.6 4.2
O -3.202820 -1.151042 -1.063500 0.0 -0.6 -0.7
H 1.592670 0.046394 1.070462 0.1 -0.3 -0.1
H 2.835081 -0.112966 -0.197483 -0.2 0.6 0.2
H 2.105213 1.553189 0.401630 0.4 -1.7 -0.9
H 0.157261 1.152115 -1.077949 0.5 0.9 -0.4
H 1.795437 -1.113185 -2.266015 -0.9 1.8 0.6
H 2.090982 0.541055 -2.653731 -2.0 -1.8 1.3
H -0.604116 -1.210766 -1.270080 -2.0 -3.2 -4.7
H 0.262223 -1.384827 0.225782 -0.6 -0.5 0.3
H -1.115257 0.224329 1.123565 -2.6 -0.4 -2.1
H -3.429468 0.201565 0.612258 0.1 -1.6 -1.7
O -0.886315 0.521790 2.630274 0.8 1.7 -0.6
H -0.242090 1.257037 2.685235 -0.5 -0.6 0.2
H -0.879442 0.057117 3.440132 0.1 -0.8 1.4



76
Properties=species:S:1:pos:R:3:forces:R:3 method="wB97M-V/def2-TZVPD" energy_ha=-3128.4909 multiplicity=1 charge=+2
F -3.619483 -2.433910 4.062880 0.0 -0.2 0.2
C -3.235101 -1.878784 2.938602 -0.5 0.4 0.3
F -3.675559 -2.622956 1.925560 0.0 -0.5 -0.4
F -1.917563 -1.847841 2.885022 0.8 0.0 -0.1
C -3.794872 -0.424364 2.845828 -0.3 -0.2 0.6
F -2.986612 0.330209 2.085669 0.2 0.1 -0.4
F -3.779643 0.076763 4.080004 0.0 0.0 0.2
C -5.264193 -0.333081 2.325315 0.3 0.6 -0.3
F -5.788118 0.793372 2.804830 -0.1 0.2 0.0
F -5.964312 -1.359700 2.793310 -0.1 -0.5 0.1
C -5.333844 -0.245065 0.759099 -0.3 -0.2 0.3
F -4.303111 -0.967959 0.232093 0.0 0.1 -0.1
F -5.198549 1.025224 0.395790 0.2 0.3 0.0
C -6.633112 -0.790616 0.143026 -0.4 0.3 0.2
F -6.739800 -2.098817 0.372989 0.2 -0.3 0.1
F -7.641773 -0.162388 0.756940 -0.1 0.0 0.0
C -6.812210 -0.541139 -1.401841 0.2 -0.1 0.1
F -7.657770 -1.464981 -1.870712 -0.2 -0.2 0.0
F -7.340059 0.662803 -1.578986 0.1 0.3 0.0
C -5.568449 -0.617441 -2.332334 0.1 -0.1 -0.4
F -5.964457 -0.226734 -3.546540 -0.1 0.0 -0.1
F -4.587696 0.216304 -1.955031 0.1 0.2 0.0
C -4.948591 -2.063134 -2.512505 -0.1 0.1 -0.4
F -5.310166 -2.561402 -3.682857 0.0 -0.1 -0.1
F -5.292517 -2.900072 -1.559096 0.0 -0.1 0.3
N -3.455338 -1.992010 -2.525945 0.6 -0.1 0.1
C -2.830427 -1.532808 -3.628025 0.5 0.2 -0.2
C -1.453327 -1.402254 -3.660179 -0.2 -0.2 0.4
C -0.701357 -1.745037 -2.532511 -0.3 -0.2 0.1
C 0.776434 -1.581596 -2.489612 0.3 0.3 0.2
C 1.366164 -1.063641 -1.328015 0.4 -0.2 -0.4
C 2.744631 -0.909469 -1.257909 -1.2 -0.1 0.1
N 3.494740 -1.256856 -2.312176 -0.1 0.1 0.0
C 2.973228 -1.734336 -3.456582 -0.9 0.0 0.0
C 1.589853 -1.909910 -3.575017 0.8 0.2 0.4
C -1.372250 -2.253000 -1.416182 -0.5 0.3 -0.5
C -2.754345 -2.360886 -1.439291 0.7 -0.1 0.2
H -3.442596 -1.259557 -4.473826 -0.1 0.0 0.0
H -0.960816 -1.015984 -4.537936 -0.2 0.1 -0.2
H 0.749402 -0.785718 -0.489669 0.1 0.2 0.2
H 3.195508 -0.526788 -0.356504 0.4 0.1 -0.1
H 4.503005 -1.136152 -2.243181 0.1 0.0 -0.1
H 3.670515 -1.959012 -4.247612 0.0 -0.1 -0.1
H 1.168345 -2.308471 -4.483037 0.1 -0.1 -0.2
H -0.843622 -2.557816 -0.529276 0.0 -0.1 0.1
H -3.285533 -2.741396 -0.583882 -0.2 -0.1 -0.1
N 7.796766 -1.583034 -2.481917 -0.2 0.0 -0.1
C 7.809005 -0.312955 -1.952500 -0.2 0.0 0.0
C 8.750405 0.410926 -2.630198 0.0 0.0 0.0
C 9.328589 -0.449226 -3.602870 0.0 0.0 0.0
C 8.722184 -1.669737 -3.489367 0.0 0.0 0.0
H 7.217859 -2.339351 -2.170580 0.2 -0.1 0.1
H 7.157400 -0.039941 -1.137891 0.1 0.0 0.1
H 9.004960 1.440857 -2.446388 0.0 0.0 0.0
H 10.108028 -0.198845 -4.301894 0.0 0.0 0.0
H 8.870991 -2.587789 -4.031174 0.0 0.0 0.0
N 1.192529 1.277307 1.832405 -0.1 -0.2 -0.2
C 0.259299 2.188961 1.406687 0.1 -0.1 0.0
C 0.931341 3.284019 0.932084 0.0 0.0 0.0
C 2.323316 3.026322 1.075799 0.0 -0.1 -0.1
C 2.450273 1.780027 1.633253 0.1 -0.1 -0.1
H 0.984670 0.387053 2.246859 0.0 0.1 0.2
H -0.795007 1.984182 1.485954 0.0 0.0 0.1
H 0.478217 4.177360 0.536728 0.0 0.0 0.0
H 3.134604 3.683665 0.809620 0.0 0.0 0.0
H 3.324459 1.215894 1.916481 0.0 0.1 0.1
N 2.458777 3.882926 4.372958 0.0 0.0 0.0
C 1.441081 4.315340 5.180120 0.0 0.0 0.0
C 1.929786 4.417853 6.455037 0.0 0.0 0.0
C 3.297555 4.035093 6.416333 0.0 0.0 0.0
C 3.594272 3.712713 5.119240 0.0 0.0 0.0
H 2.383925 3.713732 3.385620 0.0 0.0 0.0
H 0.461971 4.515315 4.779121 0.0 0.0 0.0
H 1.372040 4.735990 7.319508 0.0 0.0 0.0
H 3.984127 4.005162 7.245374 0.0 0.0 0.0
H 4.513296 3.382047 4.665528 0.0 0.0 0.0



15
Properties=species:S:1:pos:R:3:forces:R:3 method="wB97M-V/def2-TZVPD" energy_ha=-287.6930 multiplicity=1 smiles=CN1C[C@H]1CO
C 0.885378 -0.327858 1.852219 -0.5 0.2 0.8
N -0.124326 -0.179227 0.759049 1.5 -1.0 -0.3
C 0.864192 -0.052027 -0.319482 0.3 0.1 -1.2
C -0.300412 0.803287 -0.335806 0.2 0.2 -0.3
C -1.292373 0.387534 -1.424538 -0.2 0.4 0.1
O -1.397429 -1.009422 -1.539686 -0.2 -0.1 0.3
H 1.743663 -0.961992 1.524467 -0.8 0.3 0.1
H 1.340080 0.602252 2.208721 -0.3 0.1 0.1
H 0.390854 -0.891848 2.626804 -0.1 0.2 0.7
H 1.791006 0.458390 -0.055325 0.0 -0.3 0.0
H 0.939656 -0.976528 -0.864188 0.2 0.2 -0.8
H -0.181378 1.878703 -0.199519 0.0 -0.2 0.2
H -0.863257 0.747183 -2.373134 -0.2 0.0 0.3
H -2.274655 0.857260 -1.301679 0.0 0.0 0.1
H -1.459291 -1.334928 -0.627550 0.1 -0.1 -0.1



9
Properties=species:S:1:pos:R:3:forces:R:3 method="wB97M-V/def2-TZVPD" energy_ha=-809.6643 multiplicity=1
N 1.404810 0.571989 -1.037181 1.1 -0.2 -1.9
N 0.540293 0.983874 -0.288947 0.0 0.5 -1.3
O 0.259919 -0.928787 0.789939 1.2 -4.4 0.1
O 0.688779 1.443008 0.792539 2.1 2.6 2.9
O -0.782925 0.737939 -0.462176 -1.5 -0.4 -1.8
O -2.118184 -1.017367 0.698966 1.0 1.3 0.4
S -1.017392 -0.097619 1.030840 -3.9 -1.7 0.2
H 0.021449 -1.824183 0.345686 0.3 2.0 1.0
H 1.003251 0.131146 -1.869665 -0.2 0.3 0.3



20
Properties=species:S:1:pos:R:3:forces:R:3 method="wB97M-V/def2-TZVPD" energy_ha=-1406.5123 multiplicity=7 charge=+2
O 2.417779 -0.807044 0.922212 2.0 -0.6 1.7
C 2.086178 -2.033468 0.484089 0.8 -1.8 -2.7
C 0.999907 -2.268429 -0.275379 1.0 -0.3 0.1
O -0.075646 -1.414691 -0.246162 0.4 1.6 0.7
C -0.261894 -0.333502 -1.184593 2.0 0.8 -2.4
C -1.492203 0.379308 -0.680843 -0.3 0.4 -0.4
O -1.159748 1.031295 0.556354 0.1 0.2 -0.3
C -2.155457 1.824960 1.168915 -1.0 0.2 0.4
Eu 0.924817 0.636677 1.090449 -7.0 -0.9 5.0
H 2.922840 -2.735605 0.406284 -0.5 0.0 0.4
H 0.929191 -3.097790 -0.978936 -0.1 -0.2 0.7
H -0.352573 -0.694358 -2.211611 -0.5 -0.2 0.3
H -2.279645 -0.339350 -0.399480 0.1 0.2 -0.7
H -1.795092 1.164506 -1.389488 -0.2 -0.5 0.1
H -1.699195 2.357949 2.009919 0.0 -0.1 -0.1
H -2.533920 2.566830 0.451485 -0.1 -0.3 0.3
H -2.922339 1.140433 1.559978 -0.1 0.5 -0.2
Mg 3.519544 0.768090 0.619772 1.4 -0.9 -1.8
O 1.905834 1.274461 -0.260996 5.5 4.1 -2.8
H 1.021619 0.579723 -1.641975 -3.5 -2.3 1.9



In order of appearance, relative energy (zero: lowest compared OMol25 entry of this formula, charge and spin) = 0.0; 330.8; 0.0; 366.1; 299.4; 0.0 kJ/mol.